No. 1
C22H33N2O2 | ωB97M-V/def2-TZVPD

The geometry in ORCA input format:
```
! wB97M-V def2-TZVPD RIJCOSX def2/J DEFGRID3
* xyz 1 1
O 0.32 -0.19 4.60
O 1.97 0.45 3.22
N 0.50 3.52 0.04
N -0.82 -1.67 2.58
C -4.32 -0.38 2.18
C 0.58 -1.36 2.49
C 0.23 -3.68 3.22
C 0.86 4.77 3.19
C 3.05 5.53 3.92
C -1.64 0.60 2.52
C 3.64 4.69 2.98
C -4.13 0.88 3.03
C 2.87 3.85 2.20
C 1.66 5.54 4.03
C -1.81 -0.76 2.43
C 0.57 4.94 -0.34
C 1.32 -2.69 2.80
C 1.46 3.91 2.24
C -2.69 1.43 3.14
C 0.91 -0.33 3.54
C 2.44 1.16 4.38
C -1.12 -3.02 2.95
C 0.70 3.12 1.29
C 0.69 2.60 -1.08
C -3.18 -1.39 2.37
C 3.90 6.40 4.79
H 1.73 2.64 -1.44
H 3.63 7.45 4.68
H -0.23 4.82 3.23
H 0.55 2.06 1.47
H 0.84 -0.93 1.51
H -4.80 1.69 2.70
H 4.72 4.71 2.89
H 3.78 6.13 5.85
H -3.23 -2.15 1.57
H 1.59 5.33 -0.22
H 4.95 6.28 4.51
H 1.83 -3.01 1.89
H -4.39 -0.11 1.12
H 2.07 -2.54 3.59
H -4.46 0.62 4.05
H 3.36 1.67 4.07
H -3.38 -1.94 3.30
H -0.67 1.07 2.34
H -2.50 1.49 4.23
H -1.76 -3.07 3.86
H 0.30 -3.96 4.28
H -1.67 -3.55 2.16
H 0.30 -4.61 2.64
H -2.62 2.45 2.75
H 1.20 6.18 4.78
H 2.66 0.42 5.16
H 0.05 2.94 -1.90
H 0.46 1.57 -0.79
H -5.26 -0.88 2.45
H 3.34 3.14 1.52
H 0.29 4.95 -1.40
H 1.68 1.86 4.72
H -0.12 5.56 0.25
*
```

Computed properties:
Relative energy (zero: lowest compared OMol25 entry of this formula, charge and spin) (kcal/mol): 86.7
F_max (eV Å⁻¹): 2.61
HOMO energy (eV): -9.382


No. 2
C22H33N3O2 | ωB97M-V/def2-TZVPD

The geometry in ORCA input format:
```
! wB97M-V def2-TZVPD RIJCOSX def2/J DEFGRID3
* xyz 0 1
O 6.22 -2.76 -0.30
O 3.37 1.39 -2.22
N -4.65 0.04 -1.39
N -1.06 1.51 0.24
N -4.58 -1.06 -0.54
C 7.48 -2.43 -0.49
C 3.23 -0.86 0.58
C -3.98 1.07 -0.98
C -6.44 -2.21 -0.08
C 3.59 0.38 0.54
C -7.51 -1.15 -0.51
C -3.75 -0.84 0.59
C 1.02 3.18 0.08
C -3.27 0.62 0.15
C 2.63 1.32 0.98
C -3.26 -1.69 1.39
C 2.73 2.55 -1.66
C 4.06 -2.13 0.24
C -2.40 1.50 0.99
C 5.40 -1.88 -0.04
C 1.74 1.83 -0.22
C 4.88 0.54 0.23
C 5.87 -0.39 0.07
C 0.82 0.81 -1.02
C -0.31 0.59 0.07
C -0.28 2.70 1.16
C -5.24 -2.35 -0.99
H 3.80 0.58 -1.64
H -4.60 -2.94 -0.35
H 0.08 2.25 1.91
H 7.89 -3.46 -0.56
H 2.21 3.17 -2.15
H 3.21 2.10 1.38
H -7.91 -1.36 -1.57
H -0.97 3.63 1.42
H -5.49 -2.27 -1.98
H -2.90 2.42 1.40
H -2.52 -1.39 2.25
H -8.32 -1.15 0.30
H 3.79 -3.07 0.46
H 1.52 3.93 0.72
H 2.19 -1.33 0.58
H -2.63 -2.53 0.86
H 0.35 1.19 -1.69
H -6.24 -1.94 0.96
H 1.42 -0.24 -1.08
H 8.18 -2.19 0.43
H 3.45 2.96 -0.85
H 5.15 1.65 0.34
H 0.43 3.60 -0.57
H -4.04 -2.15 2.11
H -6.97 -3.23 -0.20
H -2.05 0.92 1.99
H -0.97 -0.11 -0.57
H -7.07 -0.07 -0.55
H -3.94 2.20 -1.33
H 2.05 0.93 1.65
H 6.81 -0.29 -0.10
H 0.17 -0.14 1.00
H 7.61 -1.95 -1.43
*
```

Computed properties:
Relative energy (zero: lowest compared OMol25 entry of this formula, charge and spin) (kcal/mol): 487.7
F_max (eV Å⁻¹): 18.90
HOMO energy (eV): -7.424


No. 3
C22H33N5OS | ωB97M-V/def2-TZVPD

The geometry in ORCA input format:
```
! wB97M-V def2-TZVPD RIJCOSX def2/J DEFGRID3
* xyz 0 1
S -6.49 2.19 -0.76
O -3.77 -2.02 0.35
N 1.10 -0.07 -0.21
N -3.94 1.95 -0.85
N 3.13 -0.26 0.86
N 5.51 0.13 -0.55
N -5.12 0.32 -1.12
C -1.85 2.02 0.26
C -0.80 -0.01 -1.39
C -2.43 -3.00 2.12
C 5.18 1.10 0.40
C 4.35 -0.48 -1.50
C -0.61 1.49 0.66
C -6.20 -0.76 -1.10
C -5.89 -2.14 -0.92
C 2.07 0.46 0.60
C -2.64 1.69 -0.59
C -0.05 0.38 -0.32
C -2.84 -1.88 1.17
C -5.23 1.54 -1.02
C 1.66 1.25 1.79
C 3.50 -1.32 -0.37
C -2.16 0.75 -1.66
C 6.50 0.87 -1.90
C 7.31 -0.32 -2.52
C -0.15 2.90 2.62
C -5.03 -2.31 0.33
C 0.21 1.99 1.82
C 4.29 0.23 1.28
H 4.14 -1.82 0.11
H -6.87 -0.26 -0.09
H 7.67 -0.96 -1.90
H -2.18 2.83 1.03
H 4.81 -0.48 1.85
H -4.08 -0.43 -0.80
H 2.58 -1.63 -0.81
H -6.80 -0.70 -2.11
H -4.86 -3.39 1.05
H 0.65 3.18 3.23
H 7.96 0.10 -2.94
H 6.09 1.39 1.09
H 3.81 0.36 -2.00
H 2.34 1.50 2.47
H -5.37 -1.80 1.18
H -2.02 -1.30 0.99
H -1.90 -3.71 1.32
H 6.00 1.54 -2.36
H -6.70 -2.68 -0.73
H -3.32 -1.03 2.12
H -1.69 -2.81 2.77
H -0.98 2.47 3.16
H 4.58 1.89 -0.02
H -3.91 3.14 -0.51
H -3.19 -3.37 2.48
H 7.28 1.20 -1.00
H 4.72 -1.11 -2.13
H 6.57 -0.98 -3.24
H -0.14 3.82 2.09
H 3.96 0.98 2.36
H -2.93 0.45 -2.35
H -5.31 -2.53 -1.61
H -0.52 -0.53 -2.18
*
```

Computed properties:
Relative energy (zero: lowest compared OMol25 entry of this formula, charge and spin) (kcal/mol): 627.8
F_max (eV Å⁻¹): 18.78
HOMO energy (eV): -7.131